(1)
Below is C6H10N3OP in the gas phase, with properties calculated with ωB97M-V/def2-TZVPD.

Each line ends with the natural charge from an NBO analysis.
Positions of all 21 atoms, in Å:
C (2.333, -2.685, -0.422)  0.139
C (0.339, -3.048, -1.105)  0.121
C (0.270, 2.858, 1.090)  -0.594
C (-2.336, 0.286, 0.270)  -0.693
C (-0.550, 2.194, 0.019)  -0.509
C (-0.943, 0.802, 0.237)  -0.103
N (2.252, -3.902, -0.881)  -0.273
N (1.051, -4.059, -1.329)  -0.293
N (1.108, -2.095, -0.496)  -0.625
O (1.691, 0.487, 0.390)  -1.044
P (0.570, -0.203, -0.307)  1.603
H (3.216, -2.210, 0.004)  0.220
H (-0.721, -2.922, -1.570)  0.209
H (0.401, 3.837, 0.956)  0.211
H (-0.351, 2.764, 1.987)  0.192
H (1.174, 2.273, 1.209)  0.256
H (-2.458, -0.663, -0.139)  0.242
H (-3.108, 1.085, -0.094)  0.215
H (-2.611, 0.179, 1.280)  0.252
H (0.084, 2.126, -0.947)  0.252
H (-1.412, 2.895, -0.152)  0.222

HOMO (alpha / beta) in eV: -8.83 / -8.95
Relative energy (zero: lowest compared OMol25 entry of this formula, charge and spin) in eV: 1.634
Kohn-Sham gap (alpha / beta) in eV: 7.4 / 7.1
Spin multiplicity: 1
Charge: 0
LUMO level (alpha / beta) in eV: -1.39 / -1.88
Calculated total energy in Ha: -815.33067



(2)
Below is C6H10N4O in the gas phase, with properties calculated with ωB97M-V/def2-TZVPD.

Each line ends with the natural charge from an NBO analysis.
Positions of all 21 atoms, in Å:
C (-1.492, -0.545, 2.589)  -0.612
C (-0.704, -1.763, 2.106)  -0.396
C (0.276, -1.524, 0.932)  -0.422
C (0.155, -0.171, 0.264)  -0.060
O (1.214, -0.105, -0.720)  -0.491
C (1.049, 0.779, -1.701)  0.590
N (1.178, 0.315, -2.944)  -0.204
N (1.069, 1.185, -3.913)  -0.168
C (0.820, 2.448, -3.585)  0.133
N (0.675, 2.906, -2.346)  -0.168
N (0.800, 2.048, -1.371)  -0.230
H (-0.839, 0.243, 2.967)  0.203
H (-2.108, -0.114, 1.798)  0.201
H (-2.160, -0.833, 3.402)  0.216
H (-0.141, -2.158, 2.954)  0.206
H (-1.410, -2.545, 1.821)  0.202
H (0.116, -2.279, 0.160)  0.213
H (1.308, -1.645, 1.265)  0.214
H (0.275, 0.657, 0.963)  0.193
H (-0.804, -0.059, -0.250)  0.178
H (0.723, 3.160, -4.391)  0.201

HOMO in eV: -9.42
Relative energy (zero: lowest compared OMol25 entry of this formula, charge and spin) in eV: 2.222
Kohn-Sham gap in eV: 8.7
Spin multiplicity: 1
Charge: 0
LUMO level in eV: -0.72
Calculated total energy in Ha: -528.80081



(3)
Below is 2 unconnected molecules or ions with the total composition C6H10N4O, with properties calculated with ωB97M-V/def2-TZVPD.

Each line ends with the natural charge from an NBO analysis.
Positions of all 21 atoms, in Å:
C (-1.438, 1.137, 0.716)  0.301
C (-0.710, 1.100, 1.984)  -0.055
C (0.708, 0.748, 1.983)  -0.079
C (0.980, -1.852, -0.402)  0.280
C (1.203, 0.963, -1.673)  -0.282
C (-0.170, 1.035, -2.192)  -0.248
H (-1.117, 1.747, 2.755)  0.224
H (1.343, 1.144, 2.752)  0.188
H (1.186, 0.501, 1.067)  0.203
H (0.068, -3.516, -0.507)  0.324
H (1.837, -1.259, -0.039)  0.154
H (-0.828, -1.468, -1.207)  0.381
H (1.637, 1.802, -1.136)  0.204
H (1.907, 0.324, -2.213)  0.209
H (-0.759, 1.936, -2.065)  0.230
H (-0.394, 0.440, -3.077)  0.212
N (-2.023, 1.185, -0.281)  -0.338
N (0.909, -3.083, -0.105)  -0.665
N (0.128, -1.116, -1.232)  -0.507
N (0.118, 0.291, -0.968)  -0.289
O (-0.280, -0.172, 2.409)  -0.447

HOMO in eV: -8.58
Relative energy (zero: lowest compared OMol25 entry of this formula, charge and spin) in eV: 4.562
Kohn-Sham gap in eV: 9.4
Spin multiplicity: 1
Charge: 0
LUMO level in eV: 0.83
Calculated total energy in Ha: -528.71482



(4)
Below is 2 unconnected molecules or ions with the total composition C6H10N4O2, with properties calculated with ωB97M-V/def2-TZVPD.

Each line ends with the natural charge from an NBO analysis.
Positions of all 22 atoms, in Å:
C (-2.596, 0.926, -0.434)  0.479
C (-2.927, 0.834, 0.965)  -0.382
C (-3.216, -0.464, 1.140)  0.060
C (-2.951, -0.386, -1.016)  0.067
C (3.723, 0.626, 0.318)  -0.419
C (1.550, -0.366, -0.233)  0.546
H (-2.816, 1.660, 1.653)  0.240
H (-3.413, -0.996, 2.049)  0.209
H (-2.787, -0.741, -2.032)  0.221
H (4.314, -0.029, -0.338)  0.203
H (4.167, 1.632, 0.308)  0.215
H (3.765, 0.225, 1.336)  0.188
H (1.876, 1.536, 0.229)  0.384
H (2.917, -1.651, 0.036)  0.344
H (0.054, 0.662, -1.164)  0.389
H (-0.326, -1.841, -0.099)  0.492
N (-3.320, -1.209, -0.076)  -0.412
N (2.371, 0.744, -0.193)  -0.629
N (1.906, -1.587, -0.098)  -0.775
N (0.180, -0.065, -0.450)  -0.368
O (-1.948, 1.740, -1.062)  -0.493
O (-0.523, -1.251, -0.838)  -0.559

HOMO in eV: -9.17
Relative energy (zero: lowest compared OMol25 entry of this formula, charge and spin) in eV: 3.581
Kohn-Sham gap in eV: 8.0
Spin multiplicity: 1
Charge: 0
LUMO level in eV: -1.17
Calculated total energy in Ha: -604.00601



(5)
Below is C6H10N4O4P2 in the gas phase, with properties calculated with ωB97M-V/def2-TZVPD.

Each line ends with the natural charge from an NBO analysis.
Positions of all 26 atoms, in Å:
N (3.478, -0.342, -0.662)  -0.311
C (2.229, -0.758, -0.623)  0.236
C (0.661, -1.322, -0.455)  -0.302
C (-0.206, -1.202, -1.821)  -0.529
C (-0.248, 0.249, -2.564)  0.775
O (-1.262, 0.438, -3.455)  -0.591
O (0.646, 1.396, -2.378)  -0.715
C (0.090, -0.739, 0.922)  -0.755
C (-0.078, -2.031, 1.977)  0.252
N (-0.320, -3.129, 2.664)  -0.295
P (-1.589, 0.142, 0.963)  1.211
N (-1.576, 1.683, -0.008)  -1.172
O (-2.827, -0.874, 0.187)  -0.979
P (1.372, 0.407, 1.842)  1.234
N (1.575, 1.964, 1.008)  -1.147
O (0.552, 0.801, 3.351)  -0.968
H (0.830, -2.498, -0.304)  0.298
H (0.342, -1.927, -2.601)  0.277
H (-1.305, -1.664, -1.755)  0.317
H (0.098, 2.220, -2.558)  0.519
H (-2.591, 1.890, -0.153)  0.410
H (-1.157, 2.443, 0.610)  0.405
H (-3.278, -1.323, 0.986)  0.510
H (2.591, 2.011, 0.693)  0.419
H (1.036, 2.022, 0.117)  0.398
H (0.939, 0.142, 4.016)  0.504

HOMO in eV: -8.81
Kohn-Sham gap in eV: 8.8
Spin multiplicity: 1
Charge: 0
LUMO level in eV: -0.04
Calculated total energy in Ha: -1437.10670



(6)
Below is a molecular structure, C6H10N5, with properties calculated with ωB97M-V/def2-TZVPD.

Each line ends with the natural charge from an NBO analysis.
Positions of all 21 atoms, in Å:
C (1.539, 0.104, 1.612)  0.104
C (1.546, -1.627, 0.183)  0.194
C (0.130, 0.415, 1.380)  -0.247
C (0.148, 0.190, -0.255)  0.235
C (-0.761, 0.933, 2.128)  0.467
C (-1.969, 1.470, 2.539)  -0.791
N (2.089, -0.952, 1.189)  -0.383
N (0.733, -1.004, -0.606)  -0.485
N (-0.434, 0.976, -1.135)  -0.169
N (-0.904, 2.138, -0.841)  -0.417
N (0.498, -1.760, -2.982)  -0.935
H (2.068, 0.848, 2.287)  0.235
H (1.870, -2.623, -0.134)  0.203
H (-2.034, 2.562, 2.414)  0.279
H (-2.336, 1.279, 3.638)  0.318
H (-2.832, 1.101, 1.971)  0.322
H (0.297, -2.652, -3.233)  0.414
H (-1.330, 2.603, -1.667)  0.345
H (1.307, -1.407, -3.579)  0.433
H (0.694, -1.514, -1.868)  0.438
H (-0.318, -1.078, -3.042)  0.441

HOMO in eV: -11.19
Relative energy (zero: lowest compared OMol25 entry of this formula, charge and spin) in eV: 6.258
Kohn-Sham gap in eV: 5.8
Spin multiplicity: 1
Charge: +1
LUMO level in eV: -5.43
Calculated total energy in Ha: -507.94053



(7)
Below is a gas-phase ion, C6H10N6O2 (charge +2), with properties calculated with ωB97M-V/def2-TZVPD.

Each line ends with the natural charge from an NBO analysis.
Positions of all 24 atoms, in Å:
C (0.430, -0.947, 0.966)  0.281
C (0.988, 0.396, 0.177)  0.431
C (-0.310, 1.923, -1.387)  0.235
C (2.604, -0.677, 1.454)  -0.119
C (-1.984, -0.094, -1.869)  -0.087
C (-1.462, -1.778, 0.060)  0.452
N (1.391, -1.410, 1.674)  -0.191
N (-1.889, -0.617, -0.511)  -0.471
N (-0.870, -1.575, 1.325)  -0.181
N (0.747, 1.422, -0.682)  -0.148
N (2.228, 0.414, 0.629)  -0.463
N (-1.382, 1.341, -1.926)  -0.568
O (-1.760, -0.822, 2.168)  -0.562
O (1.817, 2.213, -0.704)  -0.520
H (3.034, -0.210, 2.345)  0.281
H (3.323, -1.324, 1.043)  0.282
H (-1.391, -0.714, -2.480)  0.238
H (-3.020, -0.113, -2.264)  0.279
H (-1.344, -2.876, -0.310)  0.318
H (-2.081, 0.108, 0.262)  0.471
H (2.851, 1.185, 0.412)  0.486
H (-1.863, 2.076, -2.476)  0.471
H (-1.608, -0.986, 3.146)  0.545
H (1.551, 3.065, -1.052)  0.540

HOMO in eV: -16.55
Relative energy (zero: lowest compared OMol25 entry of this formula, charge and spin) in eV: 1.752
Kohn-Sham gap in eV: 6.7
Spin multiplicity: 1
Charge: +2
LUMO level in eV: -9.90
Calculated total energy in Ha: -712.70501



(8)
Below is a gas-phase ion, C6H10NO (charge +1), with properties calculated with ωB97M-V/def2-TZVPD.

Each line ends with the natural charge from an NBO analysis.
Positions of all 18 atoms, in Å:
C (2.052, 0.787, -2.887)  -0.179
C (1.336, 0.951, -1.805)  -0.401
C (1.276, 0.035, -0.662)  0.656
C (-0.248, 0.470, 1.727)  -0.234
C (-0.337, 0.385, 0.228)  -0.164
C (-2.010, -1.239, 1.416)  -0.455
N (-0.678, -0.787, 1.188)  -0.377
O (1.841, -0.915, -0.216)  -0.489
H (2.098, 1.484, -3.790)  0.239
H (2.587, -0.114, -3.041)  0.209
H (0.809, 1.815, -1.809)  0.230
H (0.666, 0.615, 2.222)  0.248
H (-0.990, 1.111, 2.180)  0.245
H (-1.077, 1.004, -0.339)  0.255
H (-2.170, -1.968, 2.185)  0.257
H (-2.646, -0.505, 1.959)  0.242
H (-2.499, -1.537, 0.398)  0.244
H (-0.010, -1.592, 1.047)  0.473

HOMO in eV: -14.23
Relative energy (zero: lowest compared OMol25 entry of this formula, charge and spin) in eV: 3.050
Kohn-Sham gap in eV: 10.2
Spin multiplicity: 1
Charge: +1
LUMO level in eV: -4.06
Calculated total energy in Ha: -364.23516